[1]
Here is a gas-phase ion, C9H19N5O (charge +2) at a distorted geometry from the OMol25 dataset. Energies are from wB97M-V/def2-TZVPD.

Each line ends with the Mulliken charge.
Geometry (Å):
O: 1.868 1.931 -1.161  -0.416
N: -1.106 -0.482 -0.312  0.198
N: 3.909 0.264 -0.342  -0.368
N: 1.638 0.713 -0.493  0.058
N: 2.532 -0.980 0.910  -0.396
N: -0.167 -1.214 -2.325  -0.325
C: -1.837 1.967 0.009  -0.556
C: -2.676 1.393 1.143  -1.035
C: -0.183 -1.157 -0.991  0.845
C: -1.232 -0.689 1.169  -0.355
C: -1.637 0.767 -0.937  -1.045
C: 1.617 -1.875 0.907  -0.179
C: -1.869 0.433 2.023  -0.737
C: 0.656 -2.233 -0.260  -1.060
C: 2.730 -0.015 0.070  0.568
H: -0.212 -0.918 1.578  0.116
H: -3.114 2.038 1.865  0.497
H: -3.704 1.022 0.736  0.301
H: -0.175 -2.858 0.188  0.343
H: -1.187 1.198 2.574  0.262
H: 0.543 -1.718 -2.845  0.265
H: -2.489 0.033 2.881  0.417
H: -1.766 -1.589 1.289  0.541
H: -0.890 1.117 -1.642  0.665
H: -2.636 0.499 -1.555  0.321
H: 2.428 1.544 -1.868  0.342
H: 1.496 -2.448 1.841  0.460
H: 4.315 1.135 -0.717  0.284
H: 1.202 -2.952 -0.846  0.528
H: 4.788 -0.381 -0.006  0.366
H: -0.844 2.397 0.264  0.217
H: -0.875 -0.610 -2.803  0.277
H: -2.158 2.794 -0.513  0.452
H: 1.034 0.873 0.169  0.150

Its orbital gap is 8.95 eV. The max |F| is 6.55 eV/Å. As for the structure (SMILES): NC(C/C=N\C(=[NH2+])NO)=[N+]1CCCCC1. Its LUMO energy is -8.24 eV. The total charge is +2. The multiplicity is 1. The value obtained for the energy above the lowest of the compared OMol25 structures with the same formula, charge and spin is 37.3 kcal/mol.

=====

[2]
Here is C9H19N5O3 in the gas phase at a distorted geometry from the OMol25 dataset. Energies are from wB97M-V/def2-TZVPD.

Each line ends with the Mulliken charge.
Geometry (Å):
O: -0.171 2.004 1.442  -0.479
O: 2.650 0.161 -0.246  -0.826
O: 2.121 2.149 1.404  -0.565
N: 2.526 -2.512 -1.085  -0.750
N: -2.149 -1.550 -0.291  0.014
N: -2.759 0.288 -1.610  -0.632
N: 0.527 0.501 -1.032  -0.128
N: -3.053 0.357 0.734  -0.422
C: 0.960 -2.203 0.798  -1.159
C: 0.684 1.934 -0.702  0.399
C: -0.437 2.810 -1.133  -1.396
C: 1.325 -1.809 -0.622  0.425
C: 1.556 -0.306 -0.583  0.466
C: -2.637 -0.255 -0.415  0.106
C: 0.852 2.061 0.842  0.201
C: -1.617 -2.102 0.977  -1.572
C: -0.237 -1.591 1.435  1.333
H: -1.669 -3.228 0.805  0.434
H: -0.434 3.818 -0.839  0.467
H: 3.325 -2.026 -0.693  0.328
H: -2.338 -1.875 1.771  0.328
H: -2.686 -0.013 1.620  0.243
H: 2.682 -2.278 -2.036  0.336
H: -1.990 -2.113 -1.133  0.327
H: -0.476 0.274 -1.237  0.429
H: -0.426 2.871 -2.218  0.391
H: -3.299 1.136 -1.473  0.288
H: 0.409 -1.960 -1.276  0.149
H: -1.395 2.365 -0.778  0.068
H: -0.337 -0.425 1.206  -0.877
H: 1.843 -1.994 1.416  0.306
H: -0.080 -1.713 2.492  0.394
H: 1.633 2.249 -1.140  0.323
H: 0.818 -3.334 0.778  0.327
H: 2.578 1.576 0.775  0.452
H: -3.302 1.351 0.559  0.272

Its orbital gap is 9.73 eV. The max |F| is 3.29 eV/Å. As for the structure (SMILES): [H]/N=C(\N)NCCC[C@H](N)C(=O)N[C@@H](C)C(=O)O. Its LUMO energy is 0.72 eV. The multiplicity is 1. The value obtained for the energy above the lowest of the compared OMol25 structures with the same formula, charge and spin is 27.6 kcal/mol.